(1)
{
  "formula": "C40H109N5O22",
  "method": "ωB97M-V/def2-TZVPD",
  "total_charge": 0,
  "de_lowest_kj_mol": 395.0,
  "lumo_ev": 0.2,
  "largest_force_ev_per_a": 2.8,
  "symbols": ["C", "O", "C", "C", "N", "C", "C", "O", "C", "H", "H", "H", "H", "H", "H", "H", "H", "H", "H", "H", "H", "H", "H", "H", "C", "O", "C", "C", "N", "C", "C", "O", "C", "H", "H", "H", "H", "H", "H", "H", "H", "H", "H", "H", "H", "H", "H", "H", "C", "O", "C", "C", "N", "C", "C", "O", "C", "H", "H", "H", "H", "H", "H", "H", "H", "H", "H", "H", "H", "H", "H", "H", "C", "O", "C", "C", "N", "C", "C", "O", "C", "H", "H", "H", "H", "H", "H", "H", "H", "H", "H", "H", "H", "H", "H", "H", "C", "O", "C", "C", "N", "C", "C", "O", "C", "H", "H", "H", "H", "H", "H", "H", "H", "H", "H", "H", "H", "H", "H", "H", "O", "C", "C", "O", "H", "H", "H", "H", "H", "H", "O", "C", "C", "O", "H", "H", "H", "H", "H", "H", "O", "C", "C", "O", "H", "H", "H", "H", "H", "H", "O", "C", "C", "O", "H", "H", "H", "H", "H", "H", "O", "C", "C", "O", "H", "H", "H", "H", "H", "H", "O", "H", "H", "O", "H", "H"],
  "coordinates": [[-2.3668, 5.8246, -0.2894], [-2.6283, 4.8803, -1.3224], [-2.6608, 3.4875, -0.8757], [-3.2778, 2.6713, -1.9491], [-2.2594, 2.0600, -2.8119], [-2.8337, 1.2521, -3.9046], [-1.7657, 0.2798, -4.4761], [-1.2395, -0.5605, -3.4499], [-0.2410, -1.3411, -4.0172], [-1.4755, 5.6033, 0.2977], [-3.1544, 5.8830, 0.4619], [-2.3106, 6.8361, -0.6915], [-3.2307, 3.2936, 0.0330], [-1.6604, 3.2177, -0.5375], [-3.9338, 3.2272, -2.6191], [-3.7977, 1.8083, -1.5330], [-1.7119, 1.4219, -2.2523], [-3.1455, 1.8627, -4.7520], [-3.7301, 0.6577, -3.7279], [-0.9674, 0.8323, -4.9716], [-2.2236, -0.3499, -5.2389], [0.1062, -2.1608, -3.3882], [0.6851, -0.7662, -4.0110], [-0.4140, -1.6916, -5.0347], [-2.2304, -3.5509, 0.2078], [-3.6476, -3.7575, -0.1028], [-4.3669, -2.9157, -1.0283], [-3.8270, -3.0055, -2.5005], [-4.4059, -4.1403, -3.2525], [-4.2557, -5.3802, -2.4993], [-4.7569, -6.5260, -3.3542], [-3.8089, -6.7555, -4.3774], [-4.3883, -7.5408, -5.4178], [-1.5828, -3.9377, -0.5791], [-2.1004, -4.1610, 1.1016], [-2.0547, -2.4973, 0.4252], [-4.3776, -1.9546, -0.5142], [-5.3932, -3.2818, -0.9979], [-2.7378, -2.9678, -2.5187], [-4.1792, -2.0518, -2.8935], [-4.0225, -4.2353, -4.1821], [-4.7954, -5.4456, -1.5545], [-3.1929, -5.5072, -2.2934], [-5.7498, -6.2707, -3.7243], [-4.9516, -7.4145, -2.7536], [-3.6816, -7.7173, -6.2287], [-5.2837, -7.0908, -5.8465], [-4.7853, -8.4968, -5.0761], [2.0532, 7.2024, -6.5519], [2.0095, 6.8290, -5.2360], [0.6657, 6.7840, -4.7129], [0.5800, 6.2107, -3.2828], [1.1871, 4.8570, -3.1975], [1.3007, 4.3288, -1.8437], [1.7213, 2.8697, -1.8082], [2.9183, 2.5762, -2.5426], [3.3823, 1.2781, -2.2674], [1.6924, 6.3627, -7.1458], [3.0273, 7.4341, -6.9827], [1.4132, 8.0799, -6.6441], [0.1291, 6.1700, -5.4363], [0.2578, 7.7942, -4.7475], [-0.4636, 6.2655, -2.9731], [1.1271, 6.9245, -2.6669], [2.0652, 4.8802, -3.6960], [0.4361, 4.4712, -1.1955], [2.1459, 4.9117, -1.4778], [0.9698, 2.2376, -2.2814], [1.9855, 2.5952, -0.7870], [2.5560, 0.5871, -2.4341], [3.9206, 1.1810, -1.3245], [4.0793, 1.0164, -3.0635], [-1.3753, 4.0786, 3.2875], [-2.2991, 5.2216, 3.4268], [-3.6735, 4.9401, 3.5776], [-4.1264, 4.2496, 4.9413], [-4.0701, 5.0041, 6.2019], [-5.0498, 6.0161, 6.2659], [-4.9605, 6.8559, 7.5531], [-5.5690, 8.0830, 7.3463], [-5.7965, 8.8092, 8.5185], [-1.6003, 3.3061, 4.0228], [-0.3561, 4.3867, 3.5207], [-1.3486, 3.6170, 2.3004], [-3.9965, 4.4399, 2.6647], [-4.0519, 5.9614, 3.6207], [-3.5273, 3.3531, 5.1005], [-5.1375, 3.8436, 4.9116], [-4.1590, 4.3697, 6.9827], [-6.0394, 5.5665, 6.3480], [-5.0046, 6.7645, 5.4746], [-3.9335, 7.0113, 7.8834], [-5.4626, 6.3177, 8.3571], [-6.5966, 9.5219, 8.3184], [-4.9118, 9.4360, 8.6303], [-5.9915, 8.2249, 9.4178], [7.0690, -6.7089, -4.9637], [5.6893, -6.8122, -4.4387], [5.5594, -6.8188, -3.0128], [4.1737, -7.2109, -2.5329], [3.2418, -6.0856, -2.6278], [1.8995, -6.5717, -2.2540], [0.8303, -5.3658, -2.2898], [1.1645, -4.2493, -1.4856], [1.2858, -4.5586, -0.0729], [7.6818, -7.5994, -4.8241], [7.5887, -5.8972, -4.4546], [7.1243, -6.4877, -6.0296], [5.8084, -5.8226, -2.6472], [6.1909, -7.5691, -2.5371], [4.2870, -7.5648, -1.5082], [3.9353, -8.0456, -3.1920], [3.2750, -5.6662, -3.5460], [1.9701, -6.9408, -1.2308], [1.7161, -7.4512, -2.8713], [-0.1349, -5.7878, -2.0100], [0.6421, -4.9753, -3.2899], [1.0785, -3.6032, 0.4091], [2.2743, -4.7408, 0.3488], [0.7207, -5.3532, 0.4142], [-2.2527, 1.0706, 5.2741], [-1.2593, 0.5485, 4.4631], [0.0998, 0.8950, 5.1563], [1.2154, 0.2841, 4.4969], [-3.0819, 1.1189, 4.7928], [-1.4032, -0.5315, 4.4968], [-1.2398, 0.7624, 3.3945], [-0.0278, 0.6810, 6.2174], [0.2828, 1.9683, 5.1044], [2.0568, 0.6897, 4.7184], [3.9740, 0.8756, 5.5844], [4.2620, 2.0582, 4.7829], [4.1642, 1.8765, 3.2409], [5.2701, 1.0667, 2.7193], [4.5649, 0.1786, 5.2901], [3.6145, 2.8431, 5.1737], [5.3299, 2.2021, 4.9475], [4.3632, 2.8376, 2.7668], [3.2148, 1.4776, 2.8836], [5.0471, 0.1550, 2.9209], [3.1739, -2.3796, -2.5193], [4.3475, -2.1089, -1.7803], [5.2427, -3.3726, -1.6479], [4.6450, -4.4679, -0.9492], [2.7205, -3.1056, -2.0844], [4.8862, -1.3823, -2.3886], [4.0567, -1.6516, -0.8346], [6.1307, -3.0403, -1.1103], [5.4406, -3.7558, -2.6489], [3.9902, -4.8963, -1.5054], [-0.9384, 0.8849, 0.5277], [-0.1738, -0.0203, -0.2268], [0.8557, -0.5991, 0.6845], [1.7571, 0.4146, 1.0731], [-0.3153, 1.4264, 1.0178], [-0.9032, -0.7251, -0.6259], [0.3203, 0.5183, -1.0354], [1.5248, -1.2994, 0.1844], [0.4219, -1.2985, 1.3992], [2.5114, -0.0685, 1.4184], [4.9369, -1.6143, 4.6879], [3.7354, -2.2672, 4.3625], [3.7286, -2.6410, 2.8943], [3.8293, -1.4866, 2.0244], [5.6516, -2.2551, 4.6789], [3.7740, -3.0610, 5.1085], [2.9370, -1.6156, 4.7176], [2.7840, -3.1623, 2.7389], [4.5438, -3.2945, 2.5839], [4.6982, -1.5894, 1.6293], [0.1741, -2.6058, 3.9261], [-0.4076, -2.8619, 4.6418], [0.4660, -1.7241, 4.1578], [-3.9031, 0.2808, 1.5854], [-4.1404, 0.0441, 0.6888], [-3.0780, 0.7579, 1.4973]],
  "forces_ev_per_angstrom": [[-0.316, -0.240, 0.263], [-0.169, -0.503, 0.903], [0.063, 1.872, 0.525], [0.933, -1.667, -1.305], [-0.261, -0.408, -1.063], [1.342, -0.395, -0.603], [-0.786, 0.642, 0.578], [-0.995, 0.157, -0.353], [2.131, -0.157, 0.470], [0.436, -0.101, -0.232], [-0.455, -0.328, 0.010], [0.247, -0.235, -0.405], [-0.588, 0.827, 0.286], [0.346, -0.406, -0.664], [-0.163, 0.292, 0.474], [-0.781, 0.238, 0.470], [0.185, -0.053, 0.176], [0.180, 0.481, 0.005], [-0.241, -0.173, 0.963], [0.263, 0.195, 0.176], [-0.216, -0.096, -0.146], [-0.880, -0.353, 0.286], [0.255, 0.432, -0.590], [-0.414, -0.048, -0.009], [-2.056, -0.151, -0.368], [0.485, -0.577, 0.162], [1.557, -1.281, 0.271], [-1.118, 0.746, 0.696], [-0.622, 0.895, 1.620], [0.169, -0.638, -1.027], [0.167, 0.235, 0.600], [-0.755, -0.579, -0.874], [-0.240, -0.049, -0.077], [0.064, 0.216, -0.171], [0.205, 0.215, 0.005], [0.248, 0.059, 0.003], [0.161, 0.681, -0.861], [0.003, -0.085, -0.097], [0.240, -0.106, 0.161], [0.094, -0.036, -0.683], [0.244, 0.003, 0.105], [-0.035, 0.653, -0.075], [0.233, -0.511, 0.374], [-0.045, 0.307, -0.539], [0.460, -0.391, 0.142], [0.192, 0.136, 0.294], [0.020, 0.649, -0.078], [0.426, -0.341, 0.425], [-0.849, 0.048, -1.080], [0.725, -0.382, 2.632], [0.545, -0.634, -0.552], [1.338, -0.180, -0.983], [-2.376, 0.555, -0.771], [2.099, 0.333, -0.931], [0.630, -0.337, -0.410], [0.205, 1.155, -0.004], [-0.040, 0.054, -1.316], [-0.468, 0.079, -0.507], [0.338, 0.043, 0.827], [-0.130, 0.187, -0.710], [-0.536, -0.204, 0.177], [-0.170, 0.177, 0.146], [-0.059, -0.483, 0.000], [0.173, 0.212, 0.452], [0.160, -0.172, 0.290], [-0.217, 0.108, -0.421], [0.109, -0.031, 1.270], [-0.553, -0.086, 0.437], [-0.762, -0.161, 0.398], [-0.082, -0.452, 0.702], [-0.411, -0.045, 0.360], [0.244, 0.180, -0.020], [-0.921, 0.671, 0.825], [2.078, -1.415, 0.045], [0.046, 0.559, 1.589], [0.423, -0.843, -0.128], [1.785, 0.137, -1.190], [-0.952, 1.324, 1.544], [0.645, -0.694, 0.094], [-1.166, -0.212, -0.567], [0.561, 1.261, -0.499], [-0.244, -0.065, 0.017], [-0.188, 0.535, -0.070], [-0.439, 0.214, -0.334], [-0.615, -0.381, 0.286], [-0.547, -0.110, -0.351], [0.324, 0.046, -0.081], [-0.469, 0.078, -1.018], [0.077, -0.093, -0.087], [-0.620, 0.120, -0.726], [0.083, -0.435, -0.356], [0.433, -0.144, -0.149], [-0.163, -0.145, 0.301], [-0.282, -0.256, 0.125], [0.224, 0.064, 0.773], [-0.055, -0.201, -0.109], [-0.736, 0.315, 1.144], [0.945, -0.395, -0.888], [0.698, 0.180, -0.007], [0.894, 0.859, -1.358], [-0.343, -0.736, 0.973], [-0.004, 2.113, -0.315], [0.530, -1.683, -0.356], [0.322, -1.477, 1.130], [0.492, 1.484, 0.763], [-0.382, -0.378, 0.335], [-0.027, 0.161, 0.131], [-0.865, 0.009, 0.067], [0.230, -0.094, 0.263], [0.660, 0.034, -0.253], [-0.328, 0.161, 0.060], [-0.641, -0.361, 0.096], [-0.179, -0.161, -0.280], [-0.041, 0.088, 0.154], [-1.011, 0.125, -0.209], [-0.151, -0.056, 0.429], [0.519, -0.012, -0.151], [-0.612, -0.076, 0.124], [0.781, -0.245, -1.107], [-0.902, -0.043, -0.928], [-0.785, 1.305, 0.258], [1.978, -1.615, 0.396], [-0.202, 0.859, -0.859], [-1.278, -1.032, -0.073], [-0.097, -0.110, -0.088], [0.409, -0.392, -0.174], [-0.267, 0.781, -0.021], [0.352, -0.517, 0.084], [-0.419, 0.282, -0.004], [0.200, 0.138, 0.570], [-0.923, 0.866, -0.816], [0.703, -1.473, -0.387], [1.116, -0.264, 0.154], [-0.931, 0.557, 0.710], [0.265, -0.428, -0.039], [0.224, 0.101, -0.160], [-0.032, 0.945, 0.114], [-0.372, 0.174, 0.164], [-0.148, 0.033, 0.130], [-0.042, -0.313, 0.066], [0.026, 0.022, -0.274], [0.052, -0.823, -0.691], [-1.267, 0.251, 0.289], [0.932, 1.478, 1.369], [-0.503, -0.258, 0.160], [0.224, 0.139, 0.210], [0.321, -0.079, 0.388], [0.289, -0.433, -0.109], [0.511, 0.505, -0.262], [-0.564, -0.503, -0.817], [-0.995, 0.912, 0.522], [0.054, 0.032, -0.076], [1.244, -1.905, -1.480], [-0.721, 0.538, 0.866], [0.174, 0.232, 0.141], [0.398, -0.285, -0.102], [0.019, -0.163, -0.257], [-0.310, -0.380, -1.011], [-0.331, 0.851, 1.167], [0.427, 0.092, 0.284], [1.319, 1.465, -0.091], [0.769, -0.190, 0.896], [-0.937, -0.080, 0.038], [-0.072, -0.453, 0.656], [0.109, 0.063, 0.045], [-0.976, -1.038, -0.755], [-0.184, 0.116, -0.688], [-0.097, 0.028, -0.461], [-0.004, -0.321, 0.527], [-0.051, 0.401, -0.353], [0.091, -0.438, -0.274], [-0.164, -0.129, 0.148], [0.308, 0.634, 0.054], [-0.295, -0.015, 0.385], [-0.056, -0.046, -0.217], [0.517, 0.067, -0.211]]
}

=====

(2)
{
  "formula": "C4H13NOP",
  "method": "ωB97M-V/def2-TZVPD",
  "total_charge": 1,
  "de_lowest_kj_mol": 187.1,
  "lumo_ev": -3.9,
  "largest_force_ev_per_a": 6.1,
  "symbols": ["C", "C", "C", "C", "N", "O", "P", "H", "H", "H", "H", "H", "H", "H", "H", "H", "H", "H", "H", "H"],
  "coordinates": [[0.1901, -1.0933, -2.2701], [-0.2963, -1.2445, 1.8892], [-1.8059, 1.1289, 1.2728], [0.6502, 0.2231, -1.7504], [1.9584, 0.3602, -1.4215], [0.9736, 1.3519, 1.0341], [-0.2373, 0.2830, 0.7963], [0.8220, -1.8059, -1.9205], [0.4852, -1.0912, -3.2364], [-0.8682, -1.1008, -2.0655], [0.0176, -0.9989, 2.8552], [-1.3015, -1.5198, 1.7675], [0.3050, -2.1145, 1.5689], [-1.7541, 2.1134, 1.1079], [-2.6756, 0.6388, 0.7149], [-2.0825, 0.9617, 2.4467], [0.1081, 0.9840, -2.1735], [2.2942, 1.2782, -1.4110], [0.8803, 2.0455, 1.6656], [2.3365, -0.3999, -0.8703]],
  "forces_ev_per_angstrom": [[-1.347, 2.682, 2.708], [1.862, 0.578, -1.987], [-1.427, -5.121, 3.052], [2.816, -2.591, 1.151], [-3.161, -1.020, -0.855], [-0.002, -1.255, -0.340], [-0.812, -0.267, -1.359], [1.042, -2.771, 1.831], [0.108, 0.337, -3.742], [-0.230, -0.999, -0.355], [-0.039, 0.336, 1.765], [-1.562, -0.371, 0.358], [-0.045, 0.683, -0.231], [0.061, 3.778, -0.878], [1.259, 0.782, 0.590], [0.830, 0.406, -2.714], [-0.827, 2.492, -0.379], [1.050, 1.204, 0.638], [-0.170, 0.713, 1.072], [0.592, 0.406, -0.324]]
}

=====

(3)
{
  "formula": "C8H24F3O4Pb",
  "method": "ωB97M-V/def2-TZVPD",
  "total_charge": -1,
  "de_lowest_kj_mol": 66.2,
  "lumo_ev": 2.7,
  "largest_force_ev_per_a": 5.1,
  "symbols": ["Pb", "F", "F", "F", "C", "C", "O", "H", "H", "H", "H", "H", "H", "C", "C", "O", "H", "H", "H", "H", "H", "H", "C", "C", "O", "H", "H", "H", "H", "H", "H", "C", "C", "O", "H", "H", "H", "H", "H", "H"],
  "coordinates": [[21.0763, 1.3111, 2.5645], [22.3846, -0.5127, 3.5180], [22.4509, 2.2242, 4.2435], [23.2587, 1.5677, 1.4354], [18.0238, 1.0452, -0.0860], [19.2031, 0.2794, -0.6480], [20.3598, 0.7430, 0.0228], [17.8293, 0.7776, 0.9528], [17.1138, 0.8577, -0.6617], [18.2062, 2.1191, -0.1413], [19.2862, 0.4465, -1.7285], [19.0240, -0.7963, -0.5253], [21.1429, 0.4023, -0.4275], [18.4229, 3.4701, 5.7353], [19.4380, 2.4010, 5.3234], [18.9735, 1.7119, 4.1532], [18.4623, 4.3015, 5.0326], [18.6256, 3.9040, 6.7172], [17.4352, 3.0015, 5.7847], [19.6874, 1.7072, 6.1260], [20.3438, 2.9262, 5.0140], [18.1461, 1.2763, 4.3833], [21.0161, 5.7390, 2.4656], [21.3227, 4.6868, 1.4254], [20.3472, 3.6388, 1.4322], [20.0646, 6.2395, 2.2454], [21.7572, 6.5435, 2.4284], [21.0001, 5.3656, 3.4883], [22.2548, 4.1624, 1.6503], [21.4124, 5.1399, 0.4334], [19.4765, 3.9988, 1.2344], [19.5691, -2.9960, 1.4957], [18.9325, -1.9545, 2.4065], [19.9196, -1.0316, 2.8375], [20.1536, -2.5177, 0.7118], [18.7868, -3.5859, 1.0027], [20.1988, -3.6875, 2.0547], [18.4217, -2.4390, 3.2492], [18.1446, -1.4142, 1.8746], [20.5039, -1.4779, 3.4750]],
  "forces_ev_per_angstrom": [[4.886, -0.644, 1.312], [-1.326, 0.033, -0.333], [-1.389, 0.382, -0.475], [-1.570, 0.098, -0.228], [-0.294, 0.152, -0.178], [-0.301, 0.162, -0.090], [-0.150, -0.538, -0.850], [0.112, 0.033, 0.032], [0.035, -0.167, 0.008], [0.134, -0.016, 0.069], [0.007, 0.134, 0.001], [0.228, -0.034, 0.190], [0.230, 0.148, 0.293], [0.131, -0.400, 0.281], [-0.027, 1.081, -0.238], [-0.503, 0.196, 0.698], [-0.348, -0.138, -0.199], [0.162, -0.196, 0.062], [-0.165, 0.345, -0.093], [-0.045, -0.072, -0.025], [0.317, -0.513, 0.102], [0.046, -0.146, -0.062], [-0.035, 0.722, -0.096], [0.225, -0.421, 0.409], [-0.217, 0.609, -0.367], [-0.091, -0.172, 0.080], [0.134, -0.132, -0.016], [-0.012, -0.275, -0.096], [0.046, 0.083, -0.046], [-0.083, -0.060, -0.050], [0.018, 0.071, 0.045], [-0.655, -0.272, -0.178], [0.378, -0.098, -0.152], [-1.301, -0.883, 0.290], [0.131, 0.078, 0.125], [0.041, -0.058, 0.051], [0.138, 0.111, -0.002], [0.137, -0.018, 0.073], [0.196, 0.208, -0.086], [0.780, 0.606, -0.260]]
}

=====

(4)
{
  "formula": "C5H10O",
  "method": "ωB97M-V/def2-TZVPD",
  "total_charge": 0,
  "de_lowest_kj_mol": 346.9,
  "lumo_ev": 0.8,
  "largest_force_ev_per_a": 4.8,
  "symbols": ["C", "C", "C", "C", "C", "H", "H", "H", "H", "H", "H", "H", "H", "H", "H", "O"],
  "coordinates": [[-1.0010, 0.1455, -1.1827], [-0.0059, -0.5941, -0.1548], [1.1743, -1.3440, -0.7269], [0.5843, 0.3988, 0.7819], [-0.4443, 1.3230, 1.6139], [-1.9343, 0.6656, -0.6861], [-1.3099, -0.5661, -1.9428], [-0.4415, 1.0202, -1.8234], [-0.6010, -1.5115, 0.3444], [1.9928, -0.5487, -1.0144], [0.7979, -1.8793, -1.6477], [1.4517, -2.0584, 0.1079], [-0.1677, 1.0080, 2.8539], [-1.6374, 0.7854, 1.1859], [-0.2235, 2.6134, 1.4063], [1.7655, 0.5422, 0.8847]],
  "forces_ev_per_angstrom": [[0.893, 2.169, -0.140], [-2.217, -1.558, -0.400], [0.542, 0.383, -1.526], [-2.006, 2.023, 1.764], [-0.514, -0.756, 0.517], [1.937, -1.276, -1.022], [-0.262, -0.115, 0.103], [-1.118, -2.040, 1.779], [0.695, 2.602, -0.483], [-1.310, -2.129, 0.539], [0.789, 0.194, 0.977], [0.445, 0.779, -1.443], [-1.202, 1.225, -3.818], [3.635, 2.433, 2.059], [-0.989, -4.306, 0.670], [0.683, 0.371, 0.424]]
}